Entry 1:
{"formula": "C11H25Cl2CrO15", "method": "the ωB97M-V functional and the def2-TZVPD basis", "species": ["Cr", "O", "C", "O", "O", "H", "O", "C", "O", "O", "H", "O", "C", "O", "O", "H", "C", "C", "O", "O", "H", "H", "H", "H", "H", "H", "C", "C", "O", "O", "H", "H", "H", "H", "H", "H", "C", "C", "O", "O", "H", "H", "H", "H", "H", "H", "Cl", "C", "C", "Cl", "H", "H", "H", "H"], "coordinates": [[-16.34747, 1.45728, 19.17760], [-14.42662, -1.25488, 25.73333], [-15.48751, -1.91253, 26.17741], [-15.36151, -2.58726, 27.13504], [-16.54045, -1.83454, 25.42753], [-14.87191, -1.06029, 24.90541], [-20.08062, -0.70971, 18.68940], [-19.35326, -0.11481, 19.60078], [-19.48873, -0.46399, 20.82506], [-18.44553, 0.63337, 19.23637], [-20.60315, -1.10228, 19.39257], [-14.17257, -1.55194, 20.60292], [-15.26368, -1.00145, 21.16744], [-15.66747, -1.28350, 22.32370], [-15.96338, -0.27009, 20.54936], [-13.68165, -1.88942, 21.35572], [-16.10668, -6.09139, 22.22727], [-15.38512, -4.85382, 22.45576], [-16.09000, -3.84502, 23.24051], [-16.27046, -6.83199, 23.41101], [-15.67760, -6.75090, 21.47293], [-17.05208, -5.74954, 21.80603], [-15.12248, -4.52967, 21.44877], [-14.42527, -5.07451, 22.92276], [-15.68518, -2.98623, 23.09836], [-15.84499, -7.68640, 23.30833], [-13.71693, 0.84966, 18.00513], [-14.73073, 0.40958, 16.86416], [-16.00799, 0.12444, 17.34061], [-14.24589, 1.91440, 18.83805], [-12.81236, 1.19465, 17.50430], [-13.48020, -0.05170, 18.57048], [-14.37516, -0.45648, 16.30594], [-14.91493, 1.17252, 16.10779], [-16.60853, -0.33072, 16.74581], [-13.50996, 2.33373, 19.28991], [-11.22453, -1.03634, 21.57277], [-11.56254, -2.35423, 22.41791], [-12.82189, -2.11480, 23.11303], [-11.06033, -0.00408, 22.51095], [-11.99860, -0.82536, 20.83493], [-10.33787, -1.08484, 20.94065], [-10.84111, -2.65397, 23.17803], [-11.42519, -3.26607, 21.83672], [-12.56778, -1.82057, 23.99078], [-11.84679, -0.04748, 23.05977], [-13.83840, -4.14398, 17.28616], [-12.58678, -3.28362, 18.01921], [-11.64879, -2.81372, 16.95619], [-10.58937, -1.59513, 17.67347], [-12.08513, -3.96386, 18.70749], [-12.96078, -2.41262, 18.55733], [-12.25018, -2.37680, 16.15900], [-11.03931, -3.64523, 16.60232]], "forces_ev_per_angstrom": [[-1.502, -0.923, 1.210], [2.309, 1.659, -1.384], [-5.018, -0.694, -2.919], [0.977, -2.681, 5.017], [1.633, 0.769, 0.867], [0.286, 1.007, -1.353], [-1.827, -0.679, -1.320], [3.640, 0.213, 5.321], [-1.456, 0.319, -2.239], [1.844, 2.313, -2.094], [-1.312, -1.334, -0.225], [1.461, -0.385, -0.813], [-2.430, -1.577, 5.092], [2.721, -1.442, 0.414], [-1.539, 4.367, -5.732], [-0.036, -0.416, 0.461], [-1.401, -0.529, -0.215], [1.314, 2.702, 0.805], [0.233, -3.222, -1.116], [-0.486, -0.764, 0.740], [0.525, 0.303, -0.262], [-0.652, -0.414, 0.231], [-0.056, 0.724, -0.344], [0.327, -0.085, 0.347], [0.073, 1.029, -0.280], [-0.047, 0.155, 0.014], [-1.058, -0.607, -1.178], [0.106, 0.684, -0.512], [-0.370, -0.278, 1.530], [0.069, -0.860, -1.046], [0.044, 0.058, -0.074], [-0.156, 0.182, 0.481], [0.749, -0.178, 0.295], [0.826, 0.629, -0.023], [0.167, 0.006, -0.129], [-0.224, -0.036, 0.271], [0.143, -1.592, 0.914], [0.412, 1.004, -0.162], [1.436, -0.725, -1.489], [0.220, 0.574, -0.221], [-0.504, -0.062, 0.339], [0.481, -0.351, 0.464], [0.606, 1.081, 0.236], [-1.519, -0.136, -0.684], [-0.594, -0.131, 0.497], [-0.305, 0.263, 0.167], [-2.085, -1.310, -1.009], [1.321, 0.836, 1.356], [0.017, -0.252, -0.205], [0.504, 0.407, -0.067], [0.038, 0.283, 0.173], [-0.289, -0.250, 0.209], [0.401, 0.110, -0.106], [-0.015, 0.234, -0.248]], "homo_lumo_gap_ev": [4.247, 4.242], "charge": -2, "spin_multiplicity": 6, "homo_ev": [-0.88, -0.88]}

***

Entry 2:
{"formula": "C16H7F5IN3O2S3Ti", "method": "the ωB97M-V functional and the def2-TZVPD basis", "species": ["Ti", "F", "C", "C", "F", "C", "F", "C", "S", "C", "F", "C", "F", "I", "C", "C", "N", "N", "C", "H", "H", "H", "O", "S", "O", "N", "C", "S", "C", "C", "C", "C", "C", "C", "H", "H", "H", "H"], "coordinates": [[-0.33263, 0.60834, 0.29104], [-3.92602, -3.37582, -3.70151], [-2.90119, -2.68508, -3.23388], [-3.07577, -1.84092, -2.14527], [-4.25813, -1.71339, -1.56268], [-1.97882, -1.14303, -1.69320], [-2.15272, -0.29629, -0.61449], [-0.71551, -1.22409, -2.24711], [0.65356, -0.30006, -1.61030], [-0.57524, -2.07369, -3.33821], [0.60530, -2.20801, -3.92735], [-1.65230, -2.79968, -3.82829], [-1.49322, -3.60479, -4.86469], [-2.79069, 5.47264, -2.84989], [-2.16675, 4.25743, -1.32075], [-2.17062, 4.52396, 0.03266], [-1.67751, 3.44061, 0.65213], [-1.34410, 2.48064, -0.22803], [-1.64772, 2.96317, -1.42979], [-2.48145, 5.39007, 0.59166], [-1.47837, 3.32328, 1.63265], [-1.46931, 2.37408, -2.31554], [-0.33962, -0.52028, 4.09689], [0.23562, -0.42215, 2.80898], [-0.56961, -0.95535, 1.66624], [0.49230, 1.07829, 2.18151], [1.71291, 1.10551, 1.56649], [1.93752, 2.09586, 0.26147], [2.60003, -0.00836, 1.99446], [3.94484, -0.19764, 1.73310], [4.54182, -1.35096, 2.22945], [3.81685, -2.29476, 2.95215], [2.45928, -2.11977, 3.20407], [1.89191, -0.96545, 2.70823], [4.51220, 0.53095, 1.17061], [5.59492, -1.52128, 2.05296], [4.31568, -3.17932, 3.32309], [1.88257, -2.84465, 3.76113]], "forces_ev_per_angstrom": [[-0.180, 0.232, -0.644], [-0.018, -0.016, -0.012], [0.013, 0.035, 0.030], [0.084, -0.035, -0.059], [-0.033, 0.005, 0.012], [0.071, -0.047, -0.046], [0.145, 0.074, 0.038], [-0.003, 0.028, 0.041], [-0.142, 0.079, 0.103], [-0.113, -0.038, 0.032], [0.026, 0.002, -0.009], [0.019, 0.082, 0.081], [0.002, -0.020, -0.026], [-0.029, 0.056, -0.042], [-0.012, -0.113, 0.085], [0.034, 0.000, 0.038], [0.102, 0.025, -0.084], [0.017, -0.375, 0.221], [0.011, 0.017, -0.011], [-0.018, 0.030, -0.046], [0.001, 0.006, 0.015], [-0.010, 0.022, -0.005], [-0.046, 0.056, -0.025], [0.092, -0.137, 0.252], [-0.108, 0.001, -0.064], [-0.002, 0.183, -0.082], [0.260, -0.145, 0.247], [-0.132, -0.055, -0.019], [-0.004, 0.153, -0.029], [-0.018, -0.035, 0.032], [0.014, -0.012, 0.003], [-0.042, 0.000, 0.009], [0.047, 0.056, -0.032], [-0.012, -0.129, 0.016], [-0.023, 0.024, -0.011], [0.005, 0.009, -0.004], [0.001, -0.003, 0.000], [0.002, -0.016, -0.003]], "homo_lumo_gap_ev": [7.242, 7.262], "charge": 1, "spin_multiplicity": 2, "homo_ev": [-11.85, -11.85]}

***

Entry 3:
{"formula": "C22H26ClN3O5S", "method": "the ωB97M-V functional and the def2-TZVPD basis", "species": ["C", "H", "O", "C", "C", "C", "C", "C", "C", "H", "H", "S", "O", "O", "N", "C", "C", "H", "H", "C", "C", "O", "N", "H", "C", "H", "H", "C", "C", "O", "N", "C", "C", "C", "C", "C", "C", "H", "H", "H", "Cl", "H", "H", "H", "H", "C", "C", "H", "H", "H", "H", "H", "H", "H", "H", "H", "H", "H"], "coordinates": [[7.03160, 2.31524, -0.19211], [8.11373, 2.33823, -0.30719], [6.63580, 1.02351, -0.59945], [5.32633, 0.69903, -0.57506], [5.01370, -0.59593, -1.00780], [3.70583, -1.02861, -1.02276], [2.70162, -0.17296, -0.60328], [2.99145, 1.10646, -0.17374], [4.30127, 1.55022, -0.15787], [4.51280, 2.55280, 0.17633], [2.18533, 1.75002, 0.14005], [1.00404, -0.69729, -0.59146], [0.91375, -2.03621, -1.12314], [0.18884, 0.29760, -1.24055], [0.66035, -0.65782, 1.03127], [1.13075, -1.81815, 1.75301], [0.11222, -2.96468, 1.75206], [0.15396, -3.47564, 0.79022], [0.41186, -3.68616, 2.51402], [-1.31478, -2.46171, 2.04228], [-2.34347, -2.60596, 0.91050], [-3.51332, -2.77898, 1.18965], [-1.90131, -2.50050, -0.35706], [-0.91968, -2.39103, -0.57371], [-2.77747, -2.70682, -1.48932], [-2.49311, -3.63651, -1.99600], [-3.79354, -2.80848, -1.09876], [-2.71188, -1.54912, -2.49396], [-3.46899, -0.34209, -1.95716], [-4.67795, -0.28953, -1.95771], [-2.64688, 0.63286, -1.47667], [-2.98787, 1.82216, -0.83910], [-1.93326, 2.64298, -0.43471], [-2.20404, 3.82124, 0.23047], [-3.50325, 4.21924, 0.49820], [-4.54131, 3.40152, 0.08337], [-4.29957, 2.21088, -0.57673], [-5.11285, 1.57821, -0.88938], [-5.55955, 3.69876, 0.28267], [-3.69544, 5.14445, 1.01744], [-0.88019, 4.81232, 0.74485], [-0.91683, 2.34687, -0.64482], [-1.64384, 0.48860, -1.56699], [-3.20825, -1.86930, -3.41091], [-1.67051, -1.30712, -2.71062], [-1.30133, -0.99598, 2.50172], [-0.60171, -0.09217, 1.49130], [-0.40017, 0.88791, 1.94165], [-1.24481, 0.06253, 0.62529], [-2.32758, -0.64996, 2.63100], [-0.79971, -0.92878, 3.46897], [-1.74545, -3.04833, 2.86037], [1.36407, -1.50789, 2.77559], [2.05904, -2.13542, 1.27378], [3.44293, -2.01834, -1.36115], [5.81987, -1.23551, -1.32889], [6.58386, 3.08842, -0.82293], [6.77490, 2.50096, 0.85489]], "forces_ev_per_angstrom": [[0.081, 0.241, 0.078], [-0.091, 0.045, 0.027], [-0.122, -0.285, -0.088], [-0.205, -0.234, -0.057], [0.120, 0.211, 0.061], [-0.010, -0.078, -0.058], [-0.566, -0.279, -0.069], [0.011, 0.009, -0.020], [0.151, 0.096, 0.005], [0.035, 0.086, 0.024], [-0.048, 0.188, 0.091], [0.323, 0.327, 0.534], [0.397, -0.060, 0.060], [0.211, 0.263, 0.164], [0.144, -0.059, -1.165], [0.321, -0.583, 0.185], [0.146, 0.146, 0.000], [0.042, -0.060, 0.078], [-0.011, -0.028, -0.042], [-0.242, -0.034, 0.140], [0.299, -0.119, 0.492], [-0.351, -0.001, 0.129], [0.185, 0.124, -0.414], [-0.097, -0.203, 0.183], [-0.199, -0.061, -0.204], [-0.109, 0.082, 0.039], [0.151, -0.054, -0.129], [-0.223, -0.131, 0.209], [0.402, -0.218, -0.277], [-0.301, -0.053, 0.049], [0.468, 0.060, -0.044], [-0.240, 0.360, 0.190], [-0.062, -0.006, -0.013], [-0.230, -0.174, -0.082], [0.020, 0.068, 0.036], [0.174, 0.072, 0.041], [-0.157, -0.181, -0.083], [-0.009, -0.014, -0.010], [-0.097, 0.014, 0.015], [0.018, 0.085, 0.045], [0.208, 0.154, 0.076], [0.101, 0.041, 0.014], [-0.338, -0.132, -0.037], [0.036, 0.091, 0.000], [0.022, -0.004, -0.095], [0.116, -0.110, -0.139], [-0.525, 0.669, 0.037], [-0.139, -0.077, -0.079], [-0.089, 0.062, 0.169], [0.048, 0.044, 0.062], [-0.051, 0.007, 0.035], [0.002, 0.072, -0.215], [0.070, -0.016, -0.102], [0.083, -0.093, 0.262], [0.049, -0.138, -0.048], [0.079, -0.088, -0.040], [0.003, -0.035, 0.025], [-0.005, -0.011, -0.043]], "homo_lumo_gap_ev": 8.691, "spin_multiplicity": 1, "homo_ev": -8.39}

***

Entry 4:
{"formula": "C6H11N3O", "method": "the ωB97M-V functional and the def2-TZVPD basis", "species": ["C", "C", "C", "C", "C", "C", "N", "N", "N", "O", "H", "H", "H", "H", "H", "H", "H", "H", "H", "H", "H"], "coordinates": [[0.91106, -1.04488, 2.22284], [0.52180, -1.88799, 3.09970], [-0.83616, -0.51658, 0.06895], [0.01176, 1.79491, -0.61924], [0.79415, -0.24834, -1.91469], [0.34913, 0.31794, -0.48199], [1.56940, -0.17307, 1.66990], [2.61327, 0.94163, -0.00796], [1.50031, 0.33918, 0.45327], [3.60259, 0.85286, 0.72201], [0.89886, -2.84336, 3.03116], [-0.14005, -1.52438, 3.88853], [-1.17743, -0.17852, 1.12708], [-1.56586, -0.21951, -0.75679], [-0.70889, -1.58689, 0.28580], [0.05039, 2.16202, 0.41295], [-0.91496, 2.00823, -1.14100], [0.63292, 2.32154, -1.29488], [0.24428, 0.46784, -2.56243], [1.84194, -0.00282, -2.00636], [0.66329, -1.21983, -2.15807]], "forces_ev_per_angstrom": [[1.497, 1.863, -0.978], [-1.737, 0.958, 1.382], [-0.822, 1.786, 0.764], [-1.139, -0.329, 0.509], [-0.095, 4.959, 1.648], [0.519, -1.420, -0.740], [0.066, -0.935, 0.964], [1.444, -0.324, 1.253], [0.558, -0.036, -1.043], [-1.663, 0.304, -1.180], [0.518, -2.089, 0.225], [0.034, -0.545, -0.232], [0.224, 0.154, -2.009], [0.173, -1.148, 1.523], [0.262, 0.259, -1.077], [-0.324, 0.653, -0.544], [-0.870, -0.430, 0.544], [1.643, 0.391, -0.102], [0.338, -1.004, -0.281], [0.255, 0.074, -0.253], [-0.881, -3.139, -0.372]], "homo_lumo_gap_ev": 9.646, "spin_multiplicity": 1, "homo_ev": -9.10}

***

Question: Which formula does entry 1 have?
Answer: C11H25Cl2CrO15